No. 1
Below is a molecular structure, C30H60ClN4O11PS in a non-equilibrium geometry, with properties calculated with the ωB97M-V functional and the def2-TZVPD basis.

```
! RIJCOSX wB97M-V def2-TZVPD def2/J DEFGRID3
* xyz 0 1
C 0.660 -7.019 -2.469
C 0.343 -5.725 -3.218
N -1.003 -5.172 -2.939
C -1.057 -3.786 -3.463
C -0.425 -2.777 -2.500
C -1.126 -1.792 -1.481
C -1.363 -2.400 -0.084
C -1.101 -3.892 0.072
O -1.702 -4.302 1.308
C -0.147 -0.501 -1.560
C 1.390 -0.698 -1.938
C 2.359 -1.673 -1.238
C 2.281 -1.786 0.283
C 2.914 -0.583 0.979
O 2.165 -0.336 2.177
C 2.668 0.590 3.011
C 1.803 0.781 4.217
O 3.672 1.191 2.771
C 0.011 0.502 -0.365
C -0.896 0.774 0.800
O -1.612 0.068 1.400
Cl -0.501 2.389 1.460
N -0.703 0.102 -2.776
C -1.809 -0.483 -3.317
O -2.148 -0.406 -4.467
C -2.478 -1.223 -2.140
P -4.060 -2.295 -2.286
C -4.320 -2.480 -4.079
O -3.491 -3.803 -1.865
S -3.457 0.262 -1.518
C -4.390 -0.138 -0.058
O -4.407 0.399 -2.597
O -2.621 1.397 -1.213
C -2.008 -5.979 -3.568
C -2.643 -7.040 -2.706
O -2.343 -5.805 -4.704
H -0.230 -7.621 -2.300
H 1.360 -7.628 -3.044
H 1.113 -6.821 -1.497
H 1.059 -4.955 -2.926
H 0.461 -5.864 -4.303
H -2.064 -3.543 -3.770
H -0.475 -3.743 -4.395
H 0.316 -3.322 -1.916
H 0.139 -2.139 -3.165
H -0.746 -1.890 0.653
H -2.383 -2.227 0.250
H -1.498 -4.457 -0.768
H -0.023 -4.085 0.143
H -2.149 -5.144 1.165
H 1.433 -0.904 -3.007
H 1.820 0.306 -1.844
H 2.278 -2.663 -1.689
H 3.376 -1.343 -1.483
H 2.813 -2.691 0.595
H 1.261 -1.915 0.632
H 3.961 -0.761 1.231
H 2.892 0.317 0.358
H 1.192 -0.093 4.430
H 1.131 1.624 4.025
H 2.427 1.044 5.072
H 0.223 1.471 -0.819
H 0.932 0.235 0.155
H -0.188 0.794 -3.298
H -4.895 -3.407 -4.193
H -3.422 -2.546 -4.685
H -4.925 -1.639 -4.414
H -4.224 -4.426 -1.964
H -4.478 0.822 0.453
H -3.898 -0.851 0.591
H -5.347 -0.504 -0.413
H -2.553 -8.006 -3.208
H -3.709 -6.824 -2.611
H -2.192 -7.092 -1.718
C -3.308 6.797 -1.970
C -3.124 5.434 -1.309
C -1.896 5.353 -0.394
O -0.658 5.226 -1.070
C -0.068 6.435 -1.495
N -3.144 4.399 -2.341
H -2.586 6.947 -2.775
H -4.302 6.865 -2.410
H -3.192 7.610 -1.250
H -3.990 5.262 -0.661
H -1.985 4.454 0.219
H -1.860 6.216 0.286
H -0.242 7.237 -0.769
H -0.439 6.761 -2.470
H 1.006 6.263 -1.574
H -3.143 3.476 -1.918
H -2.273 4.450 -2.860
C 3.889 3.929 5.226
C 3.980 3.888 6.745
C 5.182 4.648 7.319
O 6.421 3.984 7.172
C 7.085 4.191 5.941
N 3.934 2.487 7.178
H 4.631 3.283 4.758
H 2.912 3.570 4.905
H 4.020 4.942 4.841
H 3.089 4.379 7.151
H 5.037 4.761 8.396
H 5.242 5.654 6.884
H 6.942 5.216 5.584
H 6.749 3.499 5.165
H 8.148 4.025 6.116
H 3.879 2.440 8.190
H 4.824 2.056 6.941
*
```

- frontier orbital gap (eV) = 8.923
- E_HOMO (Ha) = -0.319
- electronic energy (hartree) = -3425.4183
- lowest unoccupied orbital energy (eV) = 0.3



No. 2
Below is 6 unconnected molecules or ions with the total composition C30H60FN3O25S5 in a non-equilibrium geometry, with properties calculated with the ωB97M-V functional and the def2-TZVPD basis.

```
! RIJCOSX wB97M-V def2-TZVPD def2/J DEFGRID3
* xyz 0 1
C 7.303 -0.006 1.124
C 6.492 -0.051 -0.179
C 5.414 1.045 -0.225
C 5.937 2.475 -0.009
C 4.927 3.591 -0.362
N 4.767 3.828 -1.788
C 5.824 4.609 -2.371
O 5.813 5.936 -1.889
C 7.101 6.367 -1.482
C 3.540 3.396 0.342
O 2.663 4.340 -0.214
C 1.391 3.827 -0.583
C 0.606 5.049 -1.111
N 0.583 6.161 -0.172
C -0.678 6.902 -0.143
C 1.510 2.842 -1.760
O 0.327 2.048 -1.970
C 0.590 0.724 -1.706
C 0.192 -0.257 -2.797
O 1.079 0.320 -0.676
C 0.707 3.241 0.686
C -0.808 3.060 0.608
O -1.605 3.971 0.569
N -1.286 1.678 0.644
C -1.747 1.461 2.039
C -2.365 1.473 -0.328
C 3.784 3.634 1.870
C 3.578 2.373 2.730
F 3.049 4.699 2.377
H 7.699 0.994 1.312
H 8.146 -0.696 1.017
H 6.727 -0.326 1.997
H 7.140 0.054 -1.055
H 5.965 -1.011 -0.219
H 4.717 0.834 0.601
H 4.798 1.003 -1.134
H 6.805 2.608 -0.674
H 6.322 2.612 1.006
H 5.319 4.519 0.073
H 4.583 2.982 -2.311
H 5.640 4.663 -3.456
H 6.825 4.153 -2.261
H 7.001 7.243 -0.836
H 7.675 6.677 -2.366
H 7.640 5.600 -0.914
H 3.232 2.352 0.238
H -0.385 4.729 -1.453
H 1.180 5.379 -1.992
H 0.873 5.869 0.748
H -1.413 6.512 -0.853
H -1.131 6.779 0.850
H -0.549 7.978 -0.304
H 1.653 3.447 -2.661
H 2.380 2.184 -1.701
H -0.692 -0.785 -2.425
H 0.983 -0.981 -2.982
H -0.087 0.246 -3.725
H 1.139 2.287 0.996
H 0.885 3.955 1.499
H -0.991 0.895 2.596
H -2.720 0.969 2.076
H -1.861 2.402 2.595
H -3.268 2.071 -0.152
H -2.674 0.412 -0.248
H -1.999 1.601 -1.348
H 4.838 3.900 2.009
H 4.510 2.015 3.172
H 2.853 2.593 3.519
H 3.161 1.539 2.155
O 5.958 2.593 7.940
S 4.835 2.483 7.083
O 4.537 1.295 6.371
O 4.871 3.714 6.050
C 3.666 4.482 6.157
C 3.220 4.300 7.592
O 3.522 2.931 7.892
H 2.936 4.073 5.456
H 3.859 5.523 5.909
H 2.160 4.495 7.728
H 3.796 4.932 8.272
O -4.358 -1.323 0.366
S -5.233 -1.583 1.458
O -6.556 -1.082 1.513
O -4.466 -1.170 2.807
C -4.380 -2.300 3.687
C -4.364 -3.501 2.769
O -5.279 -3.161 1.715
H -5.262 -2.300 4.330
H -3.486 -2.235 4.302
H -4.677 -4.414 3.268
H -3.378 -3.652 2.327
O -2.690 -6.271 2.550
S -3.723 -7.150 2.121
O -4.657 -7.714 3.025
O -3.055 -8.316 1.252
C -3.637 -8.328 -0.068
C -4.046 -6.896 -0.323
O -4.533 -6.432 0.941
H -4.494 -8.993 -0.055
H -2.913 -8.686 -0.796
H -4.813 -6.812 -1.085
H -3.186 -6.280 -0.602
O -8.116 -8.891 -2.881
S -6.701 -8.874 -2.851
O -5.971 -8.870 -1.628
O -6.187 -7.652 -3.746
C -5.324 -8.138 -4.777
C -5.802 -9.550 -5.055
O -6.147 -10.072 -3.766
H -4.298 -8.133 -4.399
H -5.388 -7.497 -5.653
H -5.038 -10.166 -5.522
H -6.700 -9.551 -5.676
O -7.730 -4.496 -5.936
S -6.736 -4.405 -4.930
O -6.413 -5.509 -4.091
O -7.053 -3.123 -4.020
C -5.938 -2.223 -4.027
C -5.272 -2.446 -5.369
O -5.376 -3.860 -5.592
H -5.275 -2.494 -3.202
H -6.277 -1.199 -3.896
H -4.231 -2.134 -5.376
H -5.810 -1.935 -6.170
*
```

- frontier orbital gap (eV) = 8.047
- E_HOMO (Ha) = -0.297
- electronic energy (hartree) = -5314.9559
- energy above the lowest of the compared OMol25 structures with the same formula, charge and spin (kcal per mole) = 11.7
- lowest unoccupied orbital energy (eV) = 0.0



No. 3
Below is 6 unconnected molecules or ions with the total composition C30H60N6 in a non-equilibrium geometry, with properties calculated with the ωB97M-V functional and the def2-TZVPD basis.

```
! RIJCOSX wB97M-V def2-TZVPD def2/J DEFGRID3
* xyz 0 1
C -1.197 7.537 2.186
C -1.005 8.928 2.391
C -0.171 9.390 1.406
N 0.165 8.321 0.630
C -0.468 7.197 1.079
H -1.876 6.932 2.762
H -1.318 9.501 3.250
H 0.212 10.370 1.182
H 0.689 8.309 -0.227
H -0.348 6.254 0.574
C -2.092 3.184 -3.168
C -1.877 1.998 -3.919
C -2.294 0.944 -3.142
N -2.753 1.452 -1.966
C -2.632 2.819 -1.963
H -1.853 4.184 -3.492
H -1.379 1.950 -4.872
H -2.296 -0.114 -3.340
H -3.207 0.912 -1.248
H -2.955 3.407 -1.121
C 1.279 2.139 1.366
C 1.883 1.203 0.476
C 1.157 1.226 -0.687
N 0.126 2.087 -0.518
C 0.205 2.664 0.722
H 1.581 2.382 2.371
H 2.677 0.520 0.721
H 1.238 0.543 -1.517
H -0.598 2.293 -1.190
H -0.524 3.416 0.974
C 1.079 -2.335 6.091
C 2.330 -1.600 5.604
N 2.047 -0.679 4.534
C 1.097 0.366 4.865
C 1.531 1.330 5.972
C 3.302 -0.142 3.983
C 3.852 -1.053 2.899
H 1.351 -3.128 6.789
H 0.530 -2.777 5.261
H 0.463 -1.624 6.641
H 2.814 -1.132 6.480
H 3.051 -2.323 5.217
H 0.862 0.944 3.969
H 0.131 -0.059 5.152
H 1.469 0.879 6.965
H 2.565 1.655 5.829
H 0.919 2.233 6.000
H 4.019 0.031 4.800
H 3.151 0.841 3.527
H 4.793 -0.709 2.476
H 3.092 -1.091 2.114
H 3.896 -2.085 3.250
C 0.334 -2.115 -3.593
C 0.205 -2.752 -4.968
N 1.487 -3.031 -5.609
C 2.076 -1.782 -6.076
C 3.576 -1.912 -6.320
C 1.336 -3.978 -6.701
C 1.067 -5.400 -6.222
H -0.504 -2.398 -2.961
H 0.416 -1.024 -3.656
H 1.297 -2.357 -3.136
H -0.352 -3.690 -4.912
H -0.446 -2.131 -5.616
H 1.506 -1.431 -6.957
H 1.920 -0.995 -5.337
H 3.843 -2.904 -6.674
H 3.950 -1.147 -6.998
H 4.059 -1.796 -5.348
H 2.186 -3.925 -7.378
H 0.494 -3.661 -7.355
H 0.883 -5.409 -5.151
H 1.931 -6.042 -6.409
H 0.226 -5.868 -6.732
C -0.687 -1.228 1.815
C -1.986 -0.670 1.224
N -3.107 -1.624 1.107
C -2.800 -2.806 0.319
C -2.172 -2.483 -1.029
C -3.678 -2.008 2.382
C -5.097 -2.513 2.298
H -0.917 -1.748 2.746
H -0.064 -0.350 1.975
H -0.231 -1.971 1.159
H -2.363 0.106 1.894
H -1.887 -0.263 0.218
H -2.177 -3.513 0.908
H -3.703 -3.396 0.159
H -2.931 -1.953 -1.612
H -1.239 -1.924 -0.973
H -1.936 -3.394 -1.584
H -3.672 -1.184 3.102
H -3.045 -2.781 2.857
H -5.205 -3.436 1.725
H -5.842 -1.775 1.999
H -5.461 -2.829 3.286
*
```

- frontier orbital gap (eV) = 8.925
- E_HOMO (Ha) = -0.303
- electronic energy (hartree) = -1507.5301
- energy above the lowest of the compared OMol25 structures with the same formula, charge and spin (kcal per mole) = 11.6
- lowest unoccupied orbital energy (eV) = 0.7



No. 4
Below is 8 unconnected molecules or ions with the total composition C30H60O14 in a non-equilibrium geometry, with properties calculated with the ωB97M-V functional and the def2-TZVPD basis.

```
! RIJCOSX wB97M-V def2-TZVPD def2/J DEFGRID3
* xyz 0 1
C 26.424 -38.570 72.895
C 26.991 -37.237 73.250
O 25.816 -36.274 73.262
C 26.079 -35.053 73.624
C 24.815 -34.250 73.519
O 27.225 -34.531 73.834
H 25.710 -38.695 72.080
H 25.497 -38.980 73.313
H 27.123 -39.275 72.783
H 27.532 -37.115 74.149
H 27.856 -36.961 72.562
H 24.235 -34.479 72.389
H 25.049 -33.232 73.425
H 23.934 -34.406 74.229
C 30.846 -31.643 75.691
C 31.315 -32.032 74.337
O 32.226 -31.104 73.626
C 32.634 -31.367 72.362
C 33.426 -30.245 71.848
O 32.412 -32.428 71.735
H 31.820 -31.670 76.311
H 30.062 -32.294 76.031
H 30.158 -30.590 75.595
H 31.770 -32.939 74.233
H 30.423 -32.101 73.650
H 34.188 -30.747 71.102
H 33.763 -29.559 72.637
H 32.855 -29.514 71.390
C 26.852 -37.480 62.140
C 26.416 -37.312 63.605
O 27.378 -37.984 64.430
C 27.445 -37.729 65.806
C 28.712 -38.111 66.555
O 26.639 -37.059 66.385
H 27.724 -36.667 61.836
H 25.931 -37.381 61.411
H 27.057 -38.378 61.804
H 26.527 -36.187 63.684
H 25.356 -37.569 63.969
H 29.526 -38.619 66.060
H 28.426 -38.643 67.372
H 29.169 -37.322 66.930
C 24.262 -36.622 69.552
C 24.921 -35.376 69.821
O 23.933 -34.292 70.081
C 24.174 -32.997 69.835
C 23.132 -32.015 70.376
O 25.191 -32.552 69.238
H 23.573 -37.107 70.340
H 24.980 -37.379 69.224
H 23.362 -36.736 68.743
H 25.650 -35.385 70.648
H 25.503 -35.081 68.924
H 23.602 -31.072 69.952
H 22.941 -31.923 71.528
H 22.214 -32.115 69.990
C 29.901 -39.340 70.951
C 29.955 -40.977 71.055
O 28.596 -41.375 71.672
C 28.243 -42.621 71.650
C 26.948 -42.805 72.483
O 28.943 -43.563 71.327
H 30.992 -39.036 70.579
H 29.621 -38.762 71.935
H 29.302 -38.946 70.105
H 29.865 -41.407 69.983
H 30.839 -41.349 71.614
H 26.220 -41.950 72.372
H 27.298 -42.847 73.565
H 26.432 -43.869 72.661
C 32.564 -35.616 74.387
C 33.541 -36.694 74.792
O 34.783 -36.186 74.638
C 35.861 -36.905 75.043
C 37.086 -36.030 75.346
O 35.747 -38.078 75.429
H 31.597 -36.023 74.096
H 32.822 -34.991 73.702
H 32.483 -35.115 75.218
H 33.289 -37.240 75.530
H 33.178 -37.641 74.047
H 36.816 -35.384 76.315
H 37.143 -35.529 74.369
H 38.036 -36.711 75.552
C 28.247 -31.969 67.907
C 28.003 -32.643 66.530
C 27.736 -34.068 66.623
O 28.047 -32.025 65.391
H 27.364 -31.974 68.422
H 28.495 -30.966 67.695
H 28.845 -32.621 68.464
H 28.570 -34.552 66.926
H 27.588 -34.392 65.438
H 26.779 -34.338 67.163
C 30.705 -35.896 70.612
C 29.380 -35.249 70.295
C 29.039 -34.108 71.127
O 28.524 -35.940 69.414
H 30.703 -36.692 71.458
H 31.149 -34.997 71.104
H 31.213 -36.299 69.918
H 29.635 -33.148 71.026
H 28.953 -34.450 72.000
H 27.919 -34.068 70.748
*
```

- frontier orbital gap (eV) = 9.239
- E_HOMO (Ha) = -0.332
- electronic energy (hartree) = -2231.9633
- energy above the lowest of the compared OMol25 structures with the same formula, charge and spin (kcal per mole) = 286.5
- lowest unoccupied orbital energy (eV) = 0.2